The following is a DFT calculation (ωB97M-V/def2-TZVPD) of a cluster of 5 separate species, C20H51BN5O10 in total.

Cartesian coordinates (Å):
C: 0.278241 -0.028151 1.677435
C: -0.019188 0.276188 0.200746
N: -1.189634 1.120464 -0.031127
B: -1.255646 2.337495 0.823265
O: -0.777093 3.515524 0.284742
O: -1.744326 2.390835 2.093854
C: -2.345287 0.393802 -0.110534
O: -2.405217 -0.776848 -0.407642
O: -3.459545 1.123653 0.087260
C: -4.295041 0.572309 1.184006
O: -5.487625 0.832179 1.055778
O: -3.680416 -0.031320 2.016150
H: 1.008301 0.668308 2.070524
H: 0.748820 -1.001073 1.717568
H: -0.611391 -0.094040 2.288520
H: -0.093466 -0.656496 -0.328058
H: 0.845158 0.791009 -0.208820
H: -0.019764 3.269544 -0.254330
H: -1.053358 2.235939 2.734127
C: 5.486510 -3.790038 3.522454
C: 4.135290 -3.423594 4.128575
C: 3.210164 -2.661171 3.168820
O: 3.540980 -1.299096 2.985419
C: 4.563210 -1.048025 2.041883
N: 4.359136 -2.689239 5.378037
H: 6.159382 -2.934552 3.473209
H: 5.977813 -4.548631 4.131940
H: 5.370149 -4.193361 2.514513
H: 3.627412 -4.359531 4.378224
H: 2.205945 -2.657842 3.600062
H: 3.135760 -3.169735 2.198718
H: 4.533657 -1.761642 1.213730
H: 5.550712 -1.066088 2.511389
H: 4.403174 -0.046000 1.642678
H: 3.466047 -2.540211 5.838780
H: 4.666591 -1.753084 5.129399
C: 3.653165 6.397051 1.942336
C: 2.286271 5.731909 1.806756
C: 2.330066 4.200553 1.886323
O: 2.796437 3.556865 0.712449
C: 4.200938 3.484245 0.577164
N: 1.647815 6.198893 0.573458
H: 4.240804 6.317059 1.028064
H: 3.533300 7.459698 2.153031
H: 4.228412 5.955972 2.759714
H: 1.674701 6.071993 2.646948
H: 1.304532 3.847992 2.018249
H: 2.899651 3.859240 2.761462
H: 4.693408 3.358272 1.545894
H: 4.597864 4.369664 0.073917
H: 4.428980 2.617641 -0.044175
H: 0.695076 5.842056 0.539337
H: 2.111743 5.739043 -0.204869
C: -0.943041 -4.850587 0.261421
C: -1.740927 -3.930837 -0.659694
C: -2.970770 -4.597333 -1.286047
O: -2.691296 -5.494212 -2.355228
C: -2.305833 -6.791973 -1.960611
N: -0.836836 -3.374263 -1.670218
H: -0.332304 -5.565273 -0.293362
H: -0.264994 -4.260937 0.879093
H: -1.603065 -5.408884 0.929254
H: -2.108049 -3.100304 -0.053829
H: -3.590497 -3.811089 -1.721110
H: -3.581728 -5.097714 -0.523563
H: -2.821760 -7.107310 -1.048541
H: -1.224329 -6.858431 -1.811963
H: -2.574151 -7.477850 -2.766015
H: -1.340247 -2.672823 -2.206979
H: -0.637206 -4.111618 -2.341526
C: -3.883895 0.402364 -3.486684
C: -3.807350 1.919926 -3.590090
C: -4.739226 2.518616 -4.652864
O: -4.297813 2.367683 -5.994225
C: -4.584501 1.114184 -6.579494
N: -2.409644 2.316154 -3.802809
H: -3.352191 -0.099363 -4.297895
H: -3.433114 0.070474 -2.553405
H: -4.920133 0.057937 -3.491848
H: -4.126890 2.321978 -2.624891
H: -4.792027 3.598328 -4.487999
H: -5.760207 2.130150 -4.545128
H: -5.537135 0.711051 -6.224340
H: -3.786660 0.393618 -6.385292
H: -4.648791 1.259716 -7.659135
H: -2.340092 3.328972 -3.756568
H: -2.171923 2.094022 -4.765770

Cartesian forces, eV/Å:
0.140 -0.319 -0.503
0.740 0.455 0.201
0.283 -0.375 0.975
-0.620 0.431 -0.777
0.776 -0.103 0.523
-0.207 -0.013 0.119
-1.271 -0.211 -0.255
0.402 -0.450 -0.266
0.876 0.649 -0.489
-2.408 0.294 -0.341
0.163 0.440 -0.474
1.618 -1.060 1.485
0.005 0.344 0.386
0.251 -0.315 0.122
-0.331 0.149 0.092
-0.469 -0.201 -0.407
0.288 0.122 -0.185
-0.138 0.215 -0.780
0.008 -0.089 0.447
0.033 -0.160 -0.034
0.218 0.192 -0.079
-0.254 -0.115 0.078
0.121 -0.051 -0.069
-0.051 0.198 0.103
-0.163 -0.003 -0.016
-0.043 0.064 -0.007
-0.007 0.030 0.046
-0.003 0.023 -0.008
-0.086 0.023 -0.009
-0.001 0.063 0.008
0.095 -0.014 -0.010
0.020 -0.042 0.012
0.053 -0.093 -0.092
-0.064 -0.008 -0.003
0.017 -0.076 0.058
0.078 -0.001 0.005
0.038 0.067 0.142
0.232 0.022 -0.262
-0.300 -0.072 0.185
0.063 -0.032 0.085
-0.102 -0.046 -0.185
-0.156 -0.142 0.084
-0.023 -0.063 -0.039
-0.035 0.008 -0.046
0.006 -0.014 -0.015
-0.059 -0.080 0.017
-0.009 -0.004 -0.085
0.117 0.059 -0.042
0.005 0.052 0.032
0.099 0.026 0.097
-0.046 -0.019 0.011
-0.024 0.082 0.041
0.058 0.070 -0.033
0.014 -0.027 0.101
0.181 -0.167 0.062
-0.105 0.286 0.002
-0.060 -0.128 0.102
0.051 0.075 -0.216
-0.137 -0.044 -0.146
-0.030 -0.012 -0.048
0.008 0.042 -0.035
-0.002 -0.009 -0.002
-0.084 0.051 -0.101
0.034 -0.003 -0.059
0.073 -0.065 0.033
0.034 0.013 0.052
-0.012 -0.071 0.134
-0.032 0.024 -0.008
0.060 0.195 0.198
0.055 -0.026 0.021
-0.019 -0.143 0.122
0.090 -0.185 -0.163
-0.016 0.216 0.216
-0.128 -0.081 -0.041
0.164 0.113 -0.110
-0.101 0.185 -0.109
0.003 0.088 -0.077
0.000 0.001 0.018
-0.009 0.015 0.003
-0.014 0.029 0.001
0.046 0.012 -0.070
0.028 -0.100 0.002
0.012 -0.035 0.057
-0.095 -0.107 0.055
-0.015 0.049 0.009
0.035 -0.016 0.141
0.041 -0.084 0.012

Values from the calculation:
total charge = -1
HOMO energy = -4.92 eV


The following is a DFT calculation (ωB97M-V/def2-TZVPD) of a structure of composition C46H36IrN7O5P.

Cartesian coordinates (Å):
Ir: 0.203541 -0.076864 0.079111
O: -3.922311 0.575355 2.705676
C: -3.227567 0.889610 1.787616
O: -2.403021 0.003283 1.120157
C: -3.164405 2.245085 1.201878
C: -3.959754 3.212092 1.819432
C: -3.963552 4.517996 1.377928
C: -3.162253 4.864087 0.297368
C: -2.372110 3.911856 -0.324785
C: -2.336547 2.582044 0.102960
P: -1.344363 1.344234 -0.883627
C: -2.672008 0.509996 -1.807975
C: -3.752684 1.206632 -2.342393
C: -4.712602 0.536999 -3.081786
C: -4.605045 -0.832921 -3.281746
C: -3.542752 -1.534306 -2.735022
C: -2.579551 -0.864418 -1.997921
C: -0.579536 2.440256 -2.144505
C: -0.854268 2.214764 -3.607577
C: -0.100147 3.142581 -4.509807
C: 0.862773 3.973255 -4.048802
C: 1.166213 4.044112 -2.668412
C: 0.429412 3.279752 -1.753201
H: -4.569043 2.899341 2.654724
H: -4.582855 5.257602 1.866022
H: -3.152247 5.879499 -0.075972
H: -1.789398 4.226558 -1.174061
H: -3.844910 2.275264 -2.186305
H: -5.539345 1.085276 -3.511854
H: -5.350977 -1.352367 -3.868275
H: -3.453796 -2.600859 -2.892805
H: -1.741023 -1.403299 -1.567502
H: -1.927957 2.317446 -3.808282
H: -0.349574 3.100402 -5.562188
H: 1.400778 4.606255 -4.742475
H: 1.948517 4.699696 -2.315556
H: 0.658174 3.365901 -0.695098
C: 5.410723 -2.302177 -1.310319
O: 4.745955 -2.289518 -0.057409
C: 4.993225 -3.305367 0.804434
C: 6.010201 -4.237579 0.648852
C: 6.215723 -5.213297 1.613386
C: 5.408016 -5.282854 2.734846
C: 4.366753 -4.379506 2.877104
C: 4.149436 -3.395425 1.926387
N: 3.098512 -2.462325 2.111166
C: 2.233321 -2.085817 1.136651
N: 2.042526 -2.902195 0.092702
C: 1.713559 -2.472365 -1.213044
C: 1.074691 -1.256344 -1.509006
C: 0.996889 -0.994140 -2.895607
C: 1.477785 -1.823161 -3.888554
C: 2.035039 -3.046208 -3.541778
C: 2.153335 -3.365557 -2.208057
O: 2.787879 -4.516065 -1.771189
C: 2.330577 -5.727962 -2.360850
N: 1.538825 -0.991242 1.220017
C: 1.522655 0.035740 2.101278
C: 0.468592 -0.013152 3.217488
C: 0.704703 0.957330 4.333357
C: 1.743284 1.784899 4.343519
C: 2.720298 1.794590 3.266628
C: 2.644316 0.979965 2.214431
O: 3.673335 1.000978 1.313052
C: 3.392018 0.964738 -0.084139
H: 4.983784 -1.479708 -1.879033
H: 5.223315 -3.241452 -1.836185
H: 6.485029 -2.144054 -1.188707
H: 6.658855 -4.190688 -0.212647
H: 7.020724 -5.922672 1.480155
H: 5.570073 -6.043970 3.484226
H: 3.700262 -4.432801 3.728167
H: 3.092792 -1.915307 2.958237
H: 2.554650 -3.774856 0.102300
H: 0.801688 0.958701 -2.513034
H: 1.433781 -1.521441 -4.923759
H: 2.408613 -3.716894 -4.302523
H: 2.784006 -6.534702 -1.789955
H: 2.641803 -5.809752 -3.403808
H: 1.242389 -5.795262 -2.303260
H: 0.598185 -1.029042 3.656250
H: -0.030507 0.948908 5.125085
H: 1.880103 2.473005 5.166781
H: 3.560233 2.475950 3.300496
H: 4.227486 1.473301 -0.563401
H: 2.456583 1.486368 -0.312472
H: 3.327646 -0.059307 -0.449939
N: 0.509894 0.300535 -3.224733
C: -0.515970 0.752325 -3.956187
C: -1.265114 0.103847 -4.911659
C: -2.246616 0.845093 -5.621336
N: -3.035481 1.443422 -6.209612
C: -1.204529 -1.277767 -5.213594
N: -1.199452 -2.396929 -5.483992
N: -0.899163 0.037048 2.821479
C: -1.078191 -0.030339 1.568944

Cartesian forces, eV/Å:
0.528 0.398 0.772
0.031 -0.056 -0.281
-0.019 -0.490 0.335
-0.625 -0.083 0.270
0.311 0.568 -0.346
0.178 -0.264 -0.091
0.121 0.168 -0.218
-0.183 -0.002 0.230
-0.020 -0.128 0.019
-0.261 -0.055 0.267
0.155 -0.070 0.042
0.035 -0.021 0.029
-0.006 0.008 -0.007
-0.038 -0.008 -0.029
-0.036 0.026 -0.029
0.024 -0.047 0.002
0.046 -0.032 0.067
0.102 0.015 0.139
-0.093 0.001 -0.022
0.104 0.069 -0.037
-0.077 -0.012 -0.118
0.059 0.045 0.012
-0.095 -0.066 0.052
-0.015 -0.023 0.043
-0.013 0.025 -0.001
-0.019 0.028 0.008
0.055 -0.009 -0.040
-0.011 0.026 0.013
-0.019 0.011 -0.018
-0.017 -0.003 -0.010
0.000 -0.006 -0.004
-0.055 0.013 -0.026
0.074 0.022 0.018
0.017 -0.005 -0.029
0.001 0.001 -0.015
0.025 0.022 0.010
-0.008 0.003 0.025
0.035 0.001 -0.066
0.022 -0.047 0.150
-0.052 0.063 0.056
0.006 0.038 -0.044
0.015 -0.039 0.032
0.017 -0.032 -0.011
-0.036 0.040 -0.053
0.092 -0.042 -0.081
0.007 0.030 0.118
-0.262 0.312 0.017
0.012 -0.201 -0.053
-0.003 0.075 -0.070
-0.037 -0.294 -0.401
0.040 -0.080 0.053
-0.010 -0.025 0.026
-0.025 0.021 0.068
0.007 0.033 0.039
-0.057 0.158 0.018
0.009 -0.052 -0.046
0.713 -1.577 0.091
-0.913 1.567 -0.994
0.469 -0.516 0.560
-0.002 0.055 -0.126
0.121 0.042 0.023
0.138 0.462 0.476
-0.117 -0.642 -0.388
-0.094 -0.188 0.129
0.040 0.084 0.009
0.015 -0.008 -0.005
0.009 0.013 0.006
-0.012 0.000 -0.011
0.015 -0.008 -0.024
0.022 -0.019 -0.001
0.011 -0.016 0.015
-0.017 0.005 0.016
0.001 0.043 -0.054
-0.023 0.042 0.004
-0.017 0.013 -0.036
-0.014 -0.004 -0.047
-0.005 -0.009 -0.017
-0.010 -0.017 -0.015
0.001 0.007 0.012
0.007 -0.005 -0.001
0.051 0.165 0.057
-0.055 0.007 0.006
0.036 0.036 0.002
-0.011 0.048 0.060
-0.012 0.013 -0.033
0.061 -0.024 -0.001
0.001 0.032 -0.016
-0.248 0.138 -0.145
0.163 -0.101 0.060
0.206 0.182 0.194
-0.229 0.047 -0.118
-0.012 0.101 -0.026
0.077 -0.299 -0.076
-0.005 -0.048 0.014
-0.286 -0.340 -0.201
-0.110 0.691 -0.185

Values from the calculation:
spin multiplicity = 2
ΔE to the lowest compared entry with this formula, charge and spin = 215.7 kJ/mol
HOMO energy (spin up / spin down) = -7.24 / -7.25 eV


The following is a DFT calculation (ωB97M-V/def2-TZVPD) of a structure of composition C6H11N.

Cartesian coordinates (Å):
C: -2.068489 -0.201770 0.121878
C: -0.745503 0.036141 -0.630873
C: -0.029886 1.290216 0.116468
C: 1.210423 0.555885 0.530041
C: 1.643727 -0.129546 -0.652379
C: 0.260244 -0.953776 -0.327255
H: -1.564487 -0.523185 1.116991
H: -2.569206 0.874362 0.273680
H: -2.710293 -1.019479 -0.011460
H: -0.930057 0.043201 -1.644700
H: -0.749880 1.574027 0.943357
H: 0.237928 1.987505 -0.518745
H: 2.032559 1.127599 1.067866
H: 1.691796 0.487031 -1.568118
H: 2.149495 -1.122730 -0.633611
H: 0.209195 -1.963963 -0.574806
H: 1.439859 -1.372295 1.271709
N: 0.492573 -0.689218 1.119961

Cartesian forces, eV/Å:
1.775 2.855 3.275
-2.336 1.093 1.711
-2.692 -3.782 2.039
0.713 0.897 3.743
-1.490 -3.658 -2.679
1.681 1.680 0.376
-1.535 1.026 -0.860
0.493 -2.766 -0.303
-1.095 -0.860 -1.359
-0.085 0.886 -2.462
1.421 0.141 -0.885
0.683 4.048 -3.055
-1.415 -0.615 0.130
0.289 -0.718 0.131
1.531 1.639 0.226
-0.504 -1.623 -0.735
-3.196 1.980 0.174
5.761 -2.224 0.532

Values from the calculation:
ΔE to the lowest compared entry with this formula, charge and spin = 400.0 kJ/mol
HOMO energy = -9.14 eV


The following is a DFT calculation (ωB97M-V/def2-TZVPD) of a cluster of 2 separate species, CH4S3 in total.

Cartesian coordinates (Å):
C: 0.537222 -0.374222 -0.666778
S: -2.234000 -0.030895 1.572457
S: -0.088243 1.339790 -0.186710
S: 1.640581 2.255463 -0.419164
H: -0.186117 -0.734328 -1.378048
H: 0.600806 -1.008583 0.297247
H: 1.607708 -0.175900 -1.121027
H: -1.877957 -1.271324 1.902022

Cartesian forces, eV/Å:
1.516 0.493 1.249
-0.118 0.325 -0.061
1.467 -0.892 -0.557
-0.454 0.610 0.376
-0.045 -0.550 -0.208
-0.119 0.911 -1.779
-2.410 -0.633 0.906
0.163 -0.264 0.075

Values from the calculation:
ΔE to the lowest compared entry with this formula, charge and spin = 221.3 kJ/mol
HOMO energy (spin up / spin down) = -8.75 / -9.05 eV